1.
{
  "formula": "C7H11F3N2O2",
  "method": "wB97M-V/def2-TZVPD",
  "smiles": "CN1CCCC=C1C(F)(F)F.O=NO",
  "lumo_energy_ev": 0.2,
  "energy_ev": -22661.0077,
  "multiplicity": 1,
  "homo_energy_ev": -7.999,
  "total_charge": 0,
  "elements": ["C", "N", "C", "C", "C", "C", "C", "C", "F", "F", "F", "H", "H", "H", "H", "H", "H", "H", "H", "H", "H", "O", "N", "O", "H"],
  "positions_angstrom": [[0.64828, -2.05703, -1.37492], [-0.04257, -1.00697, -0.63549], [-1.52708, -1.07951, -0.76649], [-2.10281, 0.15050, -0.18456], [-1.67174, 0.24224, 1.27779], [-0.21332, 0.17669, 1.40981], [0.55554, -0.34679, 0.47609], [2.09205, -0.31029, 0.47664], [2.57546, -1.56822, 0.76042], [2.70773, 0.13437, -0.68580], [2.55986, 0.45074, 1.43593], [1.79735, -1.99083, -1.27445], [0.45154, -3.15099, -1.07442], [0.30674, -1.86533, -2.54577], [-1.93972, -2.05199, -0.41988], [-1.67073, -1.26843, -1.84001], [-3.24889, 0.09989, -0.24828], [-1.73078, 1.01799, -0.70817], [-2.01981, 1.26274, 1.69300], [-2.21602, -0.57182, 1.74050], [0.33904, 0.84717, 2.09916], [1.55330, 3.64230, 1.17666], [0.63186, 2.98944, 0.77470], [0.67256, 2.94051, -0.54485], [1.49216, 3.31362, -1.01761]],
  "nbo_charge": [-0.417, -0.450, -0.212, -0.408, -0.437, -0.238, 0.073, 0.968, -0.337, -0.336, -0.305, 0.228, 0.186, 0.191, 0.183, 0.205, 0.214, 0.218, 0.224, 0.218, 0.229, -0.335, 0.386, -0.528, 0.480]
}



2.
{
  "formula": "C21H14N5O3Ti",
  "method": "wB97M-V/def2-TZVPD",
  "lumo_energy_ev": [-0.5, -0.7],
  "energy_ev": -58715.4836,
  "multiplicity": 2,
  "homo_energy_ev": [-5.790, -7.955],
  "total_charge": 0,
  "elements": ["Ti", "C", "O", "C", "C", "C", "C", "C", "C", "C", "N", "C", "C", "N", "C", "C", "C", "C", "N", "C", "C", "N", "C", "C", "C", "C", "H", "H", "H", "H", "H", "H", "H", "H", "H", "H", "H", "H", "H", "H", "O", "C", "N", "O"],
  "positions_angstrom": [[4.32457, 1.55560, -3.47109], [-5.25985, -1.98622, 5.60021], [-5.49657, -1.70281, 4.23256], [-4.43507, -1.35166, 3.46685], [-3.12869, -1.25213, 3.93656], [-2.11402, -0.88400, 3.06639], [-2.37577, -0.61110, 1.72939], [-3.69170, -0.71616, 1.27446], [-4.71197, -1.08093, 2.12710], [-1.26611, -0.22569, 0.85174], [-0.01362, -0.11953, 1.22843], [0.67053, 0.25902, 0.09959], [-0.17484, 0.38438, -0.96727], [-1.42237, 0.07036, -0.47623], [0.22939, 0.77917, -2.28553], [-0.60443, 0.95189, -3.36731], [-0.06048, 1.36749, -4.58887], [1.29047, 1.58746, -4.66968], [2.14835, 1.41911, -3.64757], [1.63172, 1.01614, -2.43251], [2.51266, 0.88849, -1.33619], [3.84448, 1.15681, -1.56354], [4.73014, 1.07961, -0.53753], [4.34845, 0.72874, 0.72748], [2.99867, 0.44076, 0.98859], [2.08016, 0.51965, -0.03195], [-6.22772, -2.24035, 6.02160], [-4.85053, -1.11654, 6.12023], [-4.57585, -2.83039, 5.71749], [-2.89429, -1.45823, 4.97052], [-1.09394, -0.80290, 3.41718], [-3.93864, -0.51323, 0.23895], [-5.73451, -1.16550, 1.78487], [-2.28536, 0.05875, -0.98781], [-1.66897, 0.77601, -3.27406], [-0.68223, 1.51205, -5.45997], [1.73349, 1.89521, -5.61028], [5.75359, 1.30430, -0.80303], [5.09299, 0.67620, 1.50853], [2.65751, 0.15937, 1.97588], [6.64439, -1.39652, -4.13347], [5.61840, -0.83810, -4.08530], [4.52866, -0.30698, -4.05772], [5.86893, 2.01239, -3.29766]],
  "nbo_charge": [1.616, -0.255, -0.486, 0.317, -0.326, -0.080, -0.154, -0.161, -0.257, 0.379, -0.477, 0.176, 0.066, -0.517, 0.007, -0.197, -0.282, 0.059, -0.602, 0.117, 0.186, -0.564, 0.055, -0.272, -0.160, -0.094, 0.204, 0.179, 0.179, 0.223, 0.230, 0.195, 0.228, 0.417, 0.207, 0.226, 0.195, 0.231, 0.227, 0.232, -0.535, 0.842, -0.859, -0.716]
}



3.
{
  "formula": "C3H32N2O12",
  "method": "wB97M-V/def2-TZVPD",
  "smiles": "NC[C@H](N)CO.O.O.O.O.O.O.O.O.O.O.O",
  "lumo_energy_ev": 0.0,
  "energy_ev": -31182.0691,
  "multiplicity": 1,
  "homo_energy_ev": -9.690,
  "total_charge": 0,
  "elements": ["N", "C", "C", "N", "C", "O", "H", "H", "H", "H", "H", "H", "H", "H", "H", "H", "O", "H", "H", "O", "H", "H", "O", "H", "H", "O", "H", "H", "O", "H", "H", "O", "H", "H", "O", "H", "H", "O", "H", "H", "O", "H", "H", "O", "H", "H", "O", "H", "H"],
  "positions_angstrom": [[-2.43958, 1.16693, -0.83977], [-1.38551, 1.83189, -0.10222], [-0.18660, 0.89609, 0.05830], [0.83363, 1.58378, 0.85862], [0.33378, 0.38747, -1.30957], [1.64014, 0.88142, -1.59037], [-2.94637, 0.47692, -0.29107], [-3.17414, 1.78298, -1.16510], [-1.06812, 2.72908, -0.63476], [-1.66968, 2.12969, 0.91573], [-0.48974, 0.02533, 0.65294], [0.96895, 2.52679, 0.51135], [1.71250, 1.08614, 0.83773], [-0.30834, 0.69927, -2.12785], [0.37053, -0.70406, -1.30352], [2.26926, 0.22154, -1.22950], [-1.73275, -2.35057, -0.90285], [-1.86609, -1.42558, -1.14649], [-1.74240, -2.31703, 0.06194], [2.78584, -1.79358, 2.24671], [2.79271, -1.89408, 3.20423], [2.35081, -0.95398, 2.07971], [0.33344, -3.56736, 3.22993], [-0.27281, -2.80830, 3.23921], [0.98400, -3.34710, 2.54731], [-1.22524, 2.67257, -3.55272], [-0.36138, 2.41820, -3.89680], [-1.54204, 1.90866, -3.05567], [-0.58056, 0.79454, 3.19342], [-1.05688, 1.48285, 3.67281], [-0.04590, 1.20848, 2.48477], [2.90744, -1.32182, -0.60452], [2.21870, -1.87031, -1.02028], [3.00572, -1.84674, 0.21394], [2.23510, 1.41974, -4.24235], [2.46293, 0.58316, -4.65028], [1.97324, 1.20745, -3.33332], [-3.60342, -1.03581, 0.90983], [-4.43689, -1.38112, 1.22920], [-2.95374, -1.26815, 1.60473], [-1.73221, -1.61570, 2.88296], [-1.34240, -0.71600, 3.03413], [-2.21563, -1.82274, 3.69122], [0.88056, -3.22216, -0.29723], [1.14228, -4.13774, -0.39395], [-0.02548, -3.16982, -0.64656], [0.86773, 4.40546, -0.72526], [0.85442, 3.77167, -1.46036], [1.78888, 4.69512, -0.70943]],
  "nbo_charge": [-0.894, -0.228, -0.086, -0.868, -0.095, -0.780, 0.397, 0.373, 0.208, 0.173, 0.173, 0.400, 0.369, 0.181, 0.176, 0.514, -0.953, 0.489, 0.481, -0.962, 0.492, 0.476, -0.977, 0.482, 0.479, -0.953, 0.480, 0.473, -1.005, 0.487, 0.516, -0.989, 0.498, 0.506, -0.978, 0.465, 0.491, -0.992, 0.478, 0.496, -1.000, 0.519, 0.485, -0.991, 0.478, 0.507, -0.947, 0.482, 0.475]
}



4.
{
  "formula": "C43H65BrLiOP",
  "method": "wB97M-V/def2-TZVPD",
  "lumo_energy_ev": 0.6,
  "energy_ev": -127233.6068,
  "multiplicity": 1,
  "homo_energy_ev": -6.952,
  "total_charge": 0,
  "elements": ["Li", "C", "C", "C", "C", "C", "C", "C", "C", "C", "C", "C", "C", "C", "C", "C", "C", "C", "C", "C", "C", "C", "P", "C", "C", "C", "C", "C", "C", "C", "C", "H", "H", "H", "H", "H", "H", "H", "H", "H", "H", "H", "H", "H", "H", "H", "H", "H", "H", "H", "H", "H", "H", "H", "H", "H", "H", "H", "H", "H", "H", "H", "H", "H", "H", "H", "H", "H", "H", "H", "H", "H", "H", "H", "H", "H", "C", "C", "C", "C", "C", "C", "C", "Br", "C", "O", "C", "C", "C", "C", "C", "C", "H", "H", "H", "H", "H", "H", "H", "H", "H", "H", "H", "H", "H", "H", "H", "H", "H", "H", "H", "H"],
  "positions_angstrom": [[-0.38927, 0.25763, 0.40700], [4.74369, 2.86534, 1.56273], [3.86403, 1.61046, 1.56404], [4.35706, 0.60609, 0.51769], [2.41064, 1.96717, 1.36286], [1.88813, 2.26743, 0.11676], [0.53520, 2.51890, -0.08354], [0.09495, 2.89883, -1.49010], [0.86986, 2.12746, -2.56743], [0.29225, 4.40448, -1.73165], [-0.35350, 2.46591, 1.01888], [0.19729, 2.29196, 2.30591], [1.55184, 2.02232, 2.44843], [-0.60550, 2.55176, 3.56101], [-0.27066, 1.59489, 4.70887], [-0.35921, 4.00128, 4.00535], [-1.80430, 2.85644, 0.83383], [-2.00961, 4.23905, 0.74894], [-3.24147, 4.79587, 0.46364], [-4.32816, 3.96364, 0.24834], [-4.16437, 2.59848, 0.38973], [-2.93200, 2.01420, 0.70670], [-2.86553, 0.17911, 0.95351], [-4.13648, -0.13656, 2.33902], [-3.53944, 0.44024, 3.62278], [-5.54965, 0.43545, 2.21931], [-4.18766, -1.66259, 2.51130], [-3.55298, -0.55824, -0.66656], [-3.01923, 0.27958, -1.83406], [-2.89268, -1.94793, -0.74340], [-5.06312, -0.73758, -0.82506], [5.78698, 2.58649, 1.72047], [4.44760, 3.55982, 2.35041], [4.66526, 3.38079, 0.60312], [3.94439, 1.13773, 2.54701], [4.44191, 1.07424, -0.46505], [3.67619, -0.24360, 0.43673], [5.34355, 0.23241, 0.79687], [2.55724, 2.29627, -0.73391], [-0.96989, 2.67309, -1.59644], [1.83256, 2.60369, -2.76826], [0.30895, 2.12576, -3.50276], [1.04543, 1.10017, -2.25288], [1.28769, 4.71691, -1.40863], [-0.44114, 5.00202, -1.19478], [0.19853, 4.62614, -2.79617], [1.95265, 1.84229, 3.43933], [-1.65664, 2.46157, 3.30940], [0.66232, 1.88186, 5.19723], [-0.16371, 0.56741, 4.35682], [-1.05526, 1.62550, 5.46596], [0.70256, 4.15594, 4.20621], [-0.92166, 4.22259, 4.91493], [-0.66624, 4.70544, 3.23102], [-1.15986, 4.88815, 0.91778], [-3.34788, 5.87114, 0.39463], [-5.29483, 4.37282, -0.01648], [-5.01881, 1.95438, 0.24180], [-3.54429, 1.52974, 3.59980], [-2.52553, 0.07696, 3.77929], [-4.14814, 0.13023, 4.47701], [-5.53830, 1.52379, 2.27338], [-6.12836, 0.07350, 3.07438], [-6.07567, 0.13069, 1.31916], [-3.17871, -2.07940, 2.55785], [-4.73082, -2.15799, 1.70709], [-4.69369, -1.90164, 3.45023], [-1.94324, 0.44701, -1.73083], [-3.51859, 1.24438, -1.91512], [-3.18514, -0.26740, -2.76578], [-1.80568, -1.85047, -0.75299], [-3.20089, -2.45743, -1.66105], [-3.17657, -2.57668, 0.10348], [-5.59697, 0.21215, -0.86921], [-5.48981, -1.35029, -0.03332], [-5.24670, -1.25638, -1.76995], [5.38109, -4.09153, -0.17273], [4.14583, -4.71185, -0.84654], [3.69590, -5.93235, -0.02759], [4.55658, -5.19335, -2.23919], [3.02100, -3.68239, -0.90564], [2.54396, -3.11969, 0.27228], [1.56949, -2.15253, 0.20626], [0.94435, -1.41540, 1.87255], [0.98300, -1.64426, -0.97889], [0.16468, -0.63643, -0.91872], [1.39472, -2.31690, -2.16705], [2.41123, -3.26799, -2.08251], [0.81060, -2.08316, -3.57280], [-0.51761, -1.31982, -3.61179], [0.52759, -3.44264, -4.24156], [1.83847, -1.31809, -4.42346], [6.19240, -4.82296, -0.13571], [5.15917, -3.77709, 0.84742], [5.72389, -3.21793, -0.73061], [4.48258, -6.69113, -0.02371], [2.79171, -6.37120, -0.45302], [3.48459, -5.65722, 1.00665], [5.37355, -5.91158, -2.14899], [4.90419, -4.36146, -2.85508], [3.72670, -5.68756, -2.74800], [2.92708, -3.41799, 1.23945], [2.73579, -3.72639, -3.00687], [-1.29278, -1.87384, -3.08046], [-0.82761, -1.20298, -4.65454], [-0.43510, -0.33944, -3.16451], [-0.09267, -4.06369, -3.59301], [1.43850, -3.99425, -4.47651], [-0.00378, -3.27701, -5.18158], [2.01186, -0.32298, -4.00889], [1.46697, -1.20947, -5.44635], [2.79117, -1.84838, -4.46093]],
  "lowdin_charge": [0.415, -0.059, -0.376, -0.051, -0.193, 0.024, -0.152, -0.345, -0.074, -0.044, -0.140, -0.161, -0.014, -0.365, -0.068, -0.039, -0.180, -0.049, -0.059, -0.065, -0.102, -0.291, 1.155, -0.679, -0.110, -0.088, -0.103, -0.665, -0.091, -0.109, -0.088, 0.078, 0.079, 0.081, 0.133, 0.080, 0.067, 0.082, 0.121, 0.126, 0.082, 0.088, 0.053, 0.088, 0.057, 0.083, 0.123, 0.099, 0.077, 0.068, 0.082, 0.086, 0.084, 0.068, 0.116, 0.109, 0.107, 0.081, 0.077, 0.069, 0.092, 0.072, 0.091, 0.057, 0.081, 0.064, 0.087, 0.054, 0.079, 0.091, 0.053, 0.088, 0.068, 0.070, 0.060, 0.090, -0.050, -0.561, -0.050, -0.068, -0.184, -0.107, -0.539, 0.800, -0.414, -0.282, -0.078, 0.004, -0.521, -0.058, -0.056, -0.035, 0.082, 0.075, 0.088, 0.082, 0.089, 0.076, 0.083, 0.087, 0.086, 0.100, 0.088, 0.072, 0.089, 0.045, 0.093, 0.071, 0.082, 0.076, 0.084, 0.080]
}



What ΔE to the lowest compared entry with this formula, charge and spin values result from the calculations? In sequence: 1.464; 0.000; 0.000; 0.025 eV.